The following is a DFT calculation (ωB97M-V/def2-TZVPD) of a single C6H10 molecule.

Values from the calculation:
relative energy (zero: lowest compared OMol25 entry of this formula, charge and spin)	386.5	kJ/mol
E_tot	-234.4553	Eh

Structure (ORCA input):
```
! RIJCOSX wB97M-V def2-TZVPD def2/J DEFGRID3
* xyz 0 1
C 0.0477 -0.9249 -1.2293
C 0.1357 -0.6578 0.2713
C 1.5881 -0.8001 0.7632
C -0.4167 0.6307 0.8067
C -1.1907 1.6105 0.2596
C -1.6856 1.5162 -1.0826
H 0.4882 -1.9075 -1.4386
H 0.6027 -0.1676 -1.7916
H -0.9779 -0.8902 -1.5945
H -0.4497 -1.4329 0.7965
H 1.6685 -0.6797 1.8496
H 1.9778 -1.7891 0.5026
H 2.2309 -0.0500 0.2882
H -1.4437 2.4304 0.9426
H -0.1559 0.7703 1.8613
H -2.4193 2.3417 -1.2049
*
```

Atom charges from the natural (NBO) analysis, given in e for atoms 1 to 4: C -0.607; C -0.298; C -0.593; C 0.090

---

The following is a DFT calculation (ωB97M-V/def2-TZVPD) of a single C4H7NO2 molecule.

Values from the calculation:
relative energy (zero: lowest compared OMol25 entry of this formula, charge and spin)	219.0	kJ/mol
SMILES	O=C[C@]1(CO)CN1
E_tot	-361.7975	Eh

Structure (ORCA input):
```
! RIJCOSX wB97M-V def2-TZVPD def2/J DEFGRID3
* xyz 0 1
O 0.2606 -2.3717 1.0321
C 0.5387 -1.6247 0.1199
C 0.0102 -0.2317 0.0118
C 0.1469 0.4702 -1.3291
O 0.1287 1.8731 -1.2207
C 0.0507 0.5126 1.3069
N -1.2138 0.0825 0.7428
H 1.2383 -1.9360 -0.6829
H -0.6619 0.1175 -1.9890
H 1.0971 0.2025 -1.8043
H -0.7346 2.1148 -0.8566
H 0.2472 1.5805 1.2834
H 0.4339 -0.0308 2.1682
H -1.5422 -0.7588 1.2175
*
```

Atom charges from the natural (NBO) analysis, given in e for atoms 1 to 4: O -0.531; C 0.434; C -0.100; C -0.055

---

The following is a DFT calculation (ωB97M-V/def2-TZVPD) of 2 unconnected molecules or ions with the total composition C14H19BF3N2O9PS2.

Values from the calculation:
E_tot	-2793.7101	Eh

Structure (ORCA input):
```
! RIJCOSX wB97M-V def2-TZVPD def2/J DEFGRID3
* xyz 0 1
C 2.5212 0.0646 1.0431
C 2.0028 -0.8924 1.5525
C 1.3655 -2.0988 2.0795
C 0.9892 -3.0485 0.9056
C -0.5279 -3.2005 0.7393
C -1.0292 -1.9792 0.0110
N -0.8099 -0.8679 0.6689
N -1.1787 0.2732 0.1331
B -0.7567 1.4830 1.0109
O 0.3359 2.1756 0.6051
O -1.4429 1.6526 2.1319
C -0.9821 2.6405 3.0738
C -1.8034 0.3971 -1.0256
C -2.2248 1.7766 -1.4350
O -3.2939 2.2835 -0.6377
C -4.3042 1.3782 -0.3641
C -4.5272 1.0444 1.0731
O -4.9663 0.9327 -1.2443
C -2.0454 -0.7571 -1.7871
S -2.9061 -0.6250 -3.3332
C -1.6234 -1.9851 -1.2801
P -1.8070 -3.6896 -2.0748
O -1.9383 -3.4570 -3.6701
O -0.2192 -4.0973 -1.9571
H 2.9519 0.7269 0.3203
H 0.4671 -1.7658 2.5963
H 1.9795 -2.6165 2.8118
H 1.4308 -2.6903 -0.0179
H 1.4236 -4.0191 1.1337
H -0.8329 -4.1246 0.2700
H -0.9912 -3.1974 1.7273
H 0.1911 3.0494 0.2309
H 0.0274 2.4066 3.3934
H -1.0092 3.6339 2.6353
H -1.6627 2.6142 3.9157
H -1.3938 2.4713 -1.3593
H -2.5376 1.7660 -2.4737
H -5.5180 1.4046 1.3451
H -3.8083 1.4960 1.7442
H -4.5385 -0.0356 1.1902
H -1.9637 0.0395 -4.0118
H -1.0989 -3.2522 -4.1048
H 0.0878 -4.5186 -2.7673
C 6.4630 2.1592 0.1205
F 7.7311 1.7932 -0.1021
F 5.9516 1.3086 1.0292
F 6.4871 3.3764 0.6849
S 5.4741 2.1503 -1.4310
O 5.5589 0.7691 -1.8567
O 6.1489 3.1024 -2.2780
O 4.1529 2.5494 -0.9653
*
```

Atom charges from the natural (NBO) analysis, given in e for atoms 1 to 4: C -0.214; C -0.066; C -0.483; C -0.382

---

The following is a DFT calculation (ωB97M-V/def2-TZVPD) of 6 unconnected molecules or ions with the total composition C32H53INO22P.

Values from the calculation:
relative energy (zero: lowest compared OMol25 entry of this formula, charge and spin)	571.5	kJ/mol
SMILES	CCOC(=O)CCC[C@]1(I)C(=O)O[C@H](COO)[C@]1(c1ccccn1)P(C)O.COC(=O)OC.COC(=O)OC.COC(=O)OC.COC(=O)OC.COC(=O)OC
E_tot	-3599.9568	Eh

Structure (ORCA input):
```
! RIJCOSX wB97M-V def2-TZVPD def2/J DEFGRID3
* xyz 0 1
C 7.2740 2.0026 -4.6117
C 7.0659 0.4210 -4.5571
O 6.6076 -0.0881 -3.2759
C 5.4636 0.6054 -2.8036
O 5.6408 1.5080 -1.9531
C 3.9490 0.2669 -3.2739
C 3.0494 1.4808 -2.7579
C 1.4993 1.3953 -3.1159
C 1.1092 1.2686 -4.6573
I -1.0923 1.0069 -4.4791
C 1.4851 -0.0375 -5.4989
O 1.8547 -1.1691 -5.1504
O 1.2584 0.3187 -6.8562
C 0.9613 1.7492 -7.0833
C 1.4300 2.3364 -8.4955
O 1.3507 3.7999 -8.5678
O 0.4858 4.1880 -9.5429
C 1.5085 2.3896 -5.7209
C 0.7214 3.7613 -5.3318
C 1.3056 4.5329 -4.1769
C 0.6161 5.8128 -3.6955
C -0.6382 6.1045 -4.5238
C -1.0022 5.1925 -5.6690
N -0.3996 4.0089 -6.1545
P 3.3633 2.9029 -5.8577
C 4.3024 1.6162 -6.9290
O 3.4735 4.4649 -6.6085
H 7.7213 2.4543 -3.6713
H 6.2876 2.5522 -4.8478
H 7.9452 2.2094 -5.5267
H 8.0929 -0.0638 -4.7429
H 6.3748 0.0064 -5.3626
H 4.0146 0.2027 -4.4223
H 3.6087 -0.7127 -2.8016
H 3.1177 1.4606 -1.6062
H 3.5297 2.4849 -3.0487
H 0.9038 2.2670 -2.6714
H 1.0812 0.4544 -2.5958
H -0.1800 1.6869 -7.2348
H 0.6505 1.9697 -9.2632
H 2.4307 1.9308 -8.8751
H 0.8089 3.9375 -10.4383
H 2.2345 4.1601 -3.6412
H 0.9990 6.4447 -2.8393
H -1.2881 7.0031 -4.2759
H -1.9372 5.5037 -6.2624
H 3.8063 0.5930 -6.9087
H 5.3758 1.4965 -6.5541
H 4.3912 1.9924 -8.0113
H 4.1234 4.9773 -6.0714
C 1.0667 0.4253 3.7466
O 1.8627 1.1051 2.7773
C 2.8278 0.3488 2.2306
O 3.0536 -0.8073 2.4916
O 3.4945 1.1019 1.3441
C 4.5595 0.4207 0.6779
H 0.3215 1.1281 4.1207
H 0.5456 -0.4206 3.2923
H 1.6808 0.0947 4.5871
H 4.1754 -0.4254 0.1028
H 5.3137 0.0892 1.3951
H 5.0248 1.1246 -0.0134
C -1.7157 -5.3183 1.6830
O -0.5585 -5.3983 2.5136
C 0.4115 -4.5248 2.1952
O 0.3720 -3.7180 1.2998
O 1.4305 -4.7079 3.0482
C 2.5439 -3.8390 2.8267
H -2.4278 -6.0667 2.0322
H -2.1810 -4.3336 1.7641
H -1.4611 -5.5409 0.6448
H 2.2504 -2.7972 2.9525
H 2.9693 -4.0033 1.8344
H 3.3047 -4.0751 3.5713
C -2.2302 0.6797 1.6720
O -2.7606 1.1504 2.9101
C -4.0935 1.3145 2.9114
O -4.8339 1.1018 1.9842
O -4.4565 1.7568 4.1256
C -5.8589 1.9771 4.2729
H -1.1502 0.5843 1.7864
H -2.6390 -0.3025 1.4258
H -2.4307 1.3933 0.8701
H -6.4123 1.0468 4.1303
H -6.2041 2.7427 3.5749
H -6.0369 2.3316 5.2884
C -4.6745 -10.2123 5.0931
O -3.6153 -9.6076 4.3539
C -2.7531 -8.9024 5.1047
O -2.8120 -8.7543 6.2998
O -1.8154 -8.3921 4.2916
C -0.8232 -7.6115 4.9587
H -5.3059 -10.7531 4.3876
H -4.2794 -10.9247 5.8203
H -5.2820 -9.4519 5.5884
H -0.2747 -8.2203 5.6807
H -1.2776 -6.7476 5.4481
H -0.1210 -7.2510 4.2076
C -10.0185 2.6650 9.3137
O -8.8638 2.4889 10.1324
C -7.7883 2.0280 9.4748
O -7.7354 1.7662 8.2988
O -6.7822 1.9095 10.3551
C -5.5650 1.4253 9.7901
H -10.8221 3.0394 9.9483
H -9.8264 3.3999 8.5292
H -10.3338 1.7128 8.8820
H -5.1958 2.1109 9.0244
H -5.7032 0.4238 9.3773
H -4.8260 1.3702 10.5896
*
```

Atom charges from the Löwdin analysis, given in e for atoms 1 to 4: C -0.090; C -0.224; O -0.071; C -0.355

---

The following is a DFT calculation (ωB97M-V/def2-TZVPD) of a molecular structure, C16H23MnN2O7.

Values from the calculation:
<S²>	12.00
E_tot	-2410.5917	Eh

Structure (ORCA input):
```
! RIJCOSX wB97M-V def2-TZVPD def2/J DEFGRID3
* xyz 0 7
Mn 27.1644 5.6283 -23.1376
O 27.5237 3.8763 -23.9852
H 27.8922 3.0220 -24.2834
C 21.2896 2.7045 -21.7437
C 22.0045 3.2926 -22.9808
C 21.5692 4.6520 -23.5105
O 22.7802 5.2026 -23.9127
C 23.7930 4.6978 -23.2338
O 24.9567 5.1290 -23.2944
O 23.3248 3.5788 -22.5381
H 20.2251 2.5524 -21.9218
H 21.4067 3.3171 -20.8498
H 21.7971 1.7685 -21.5102
H 22.0799 2.5310 -23.7570
H 20.9842 5.2696 -22.8291
H 20.9583 4.5193 -24.4034
C 26.6869 -1.3922 -21.8954
C 26.8218 0.0070 -22.6130
C 26.1938 1.2051 -21.8883
O 27.2536 1.8199 -21.2567
C 28.4033 1.4089 -21.6829
O 29.4814 1.9009 -21.4133
O 28.1902 0.3343 -22.5705
H 25.7338 -1.8134 -22.2151
H 26.6773 -1.3330 -20.8070
H 27.4732 -2.0348 -22.2915
H 26.6083 -0.0534 -23.6802
H 25.4528 0.8139 -21.1911
H 25.7798 1.8912 -22.6272
N 29.9124 3.0647 -25.2002
C 30.4252 3.5798 -26.3724
C 31.5125 2.8125 -26.6734
C 31.7327 1.9003 -25.6437
C 30.7571 2.1301 -24.6869
H 29.0460 3.4581 -24.8616
H 29.8373 4.3050 -26.9154
H 32.1586 2.9475 -27.5282
H 32.4983 1.1387 -25.6548
H 30.5177 1.6724 -23.7385
N 26.0468 2.0487 -25.6947
C 24.9579 1.3338 -25.3407
C 24.7980 0.3863 -26.3367
C 25.7095 0.6799 -27.3856
C 26.4580 1.6793 -26.9602
H 26.4880 2.7791 -25.1544
H 24.4517 1.6194 -24.4304
H 24.0362 -0.3758 -26.4084
H 25.7750 0.1263 -28.3106
H 27.2817 2.2675 -27.3369
*
```

Atom charges from the natural (NBO) analysis, given in e for atoms 1 to 4: Mn 0.942; O -1.352; H 0.462; C -0.625

---

The following is a DFT calculation (ωB97M-V/def2-TZVPD) of 2 unconnected molecules or ions with the total composition C6H11Cl2NSi2.

Values from the calculation:
relative energy (zero: lowest compared OMol25 entry of this formula, charge and spin)	44.3	kJ/mol
E_tot	-1789.3525	Eh

Structure (ORCA input):
```
! RIJCOSX wB97M-V def2-TZVPD def2/J DEFGRID3
* xyz 0 1
C -0.8720 2.9567 -1.7772
C -1.5258 -1.3857 -0.9670
C -1.0570 0.9034 1.8302
C 0.3075 2.2819 -1.6393
C -0.3384 -0.9570 -1.2834
C 0.1625 1.0230 1.2417
N 1.3708 -2.1484 1.7677
Si 0.5302 0.7213 -0.6213
Si 0.9966 -3.6510 1.0674
Cl 2.5079 0.1417 -0.8555
Cl 2.5114 -3.9886 -0.3880
H -1.0059 3.9449 -2.2384
H -1.6540 2.6547 -1.0508
H -1.7767 -2.4645 -0.9944
H -2.2594 -0.7089 -0.5626
H -1.2818 1.0659 2.9285
H -1.8335 0.3714 1.4225
H 1.2682 2.7993 -1.8577
H 0.2809 -1.7471 -1.6351
H 0.9872 1.4472 1.7633
H 1.8819 -1.4800 1.2767
H 0.7994 -1.7803 2.5727
*
```

Atom charges from the natural (NBO) analysis, given in e for atoms 1 to 4: C -0.327; C -0.360; C -0.341; C -0.679